[1]
The molecule C5H12O, computed with the ωB97M-V functional and the def2-TZVPD basis.

Each line ends with the natural charge from an NBO analysis.
Positions of all 18 atoms, in Å:
C  2.424  1.595  -0.236  -0.602
C  1.540  0.351  -0.290  -0.390
C  0.251  0.463  0.526  -0.419
C  -0.644  -0.768  0.366  -0.054
O  -1.998  -0.384  0.489  -0.541
C  -2.867  -1.285  -0.149  -0.246
H  1.883  2.482  -0.582  0.203
H  3.298  1.466  -0.884  0.209
H  2.783  1.798  0.780  0.203
H  2.120  -0.520  0.042  0.194
H  1.272  0.153  -1.338  0.193
H  0.480  0.645  1.585  0.201
H  -0.328  1.326  0.178  0.212
H  -0.478  -1.214  -0.631  0.156
H  -0.403  -1.543  1.116  0.165
H  -3.891  -0.938  0.026  0.193
H  -2.770  -2.313  0.235  0.162
H  -2.673  -1.313  -1.233  0.162

**DFT total energy**: -272.92075 a.u.
**Orbital gap**: 10.8997 eV
**Lowest unoccupied orbital energy**: 1.16 eV
**Energy above the lowest of the compared OMol25 structures with the same formula, charge and spin**: 0.759 eV

=====

[2]
The molecule C4H6ClF at a distorted geometry, computed with the ωB97M-V functional and the def2-TZVPD basis.

Each line ends with the natural charge from an NBO analysis.
Positions of all 12 atoms, in Å:
C  -1.250  -0.754  0.390  -0.337
C  -0.224  -0.036  0.103  -0.100
C  0.252  1.233  0.626  -0.661
C  0.682  -0.750  -0.796  0.227
F  0.518  -2.104  -0.897  -0.332
Cl  0.535  0.159  -2.367  -0.089
H  -2.033  -0.422  1.039  0.195
H  -1.434  -1.641  -0.130  0.209
H  -0.179  2.171  0.056  0.243
H  1.343  1.326  0.744  0.229
H  0.031  1.419  1.735  0.236
H  1.759  -0.602  -0.501  0.181

**DFT total energy**: -716.02133 a.u.
**Orbital gap**: 10.9428 eV
**Lowest unoccupied orbital energy**: 0.91 eV
**Energy above the lowest of the compared OMol25 structures with the same formula, charge and spin**: 0.809 eV

=====

[3]
The molecule C6H12N2O at a distorted geometry, computed with the ωB97M-V functional and the def2-TZVPD basis.

Each line ends with the natural charge from an NBO analysis.
Positions of all 21 atoms, in Å:
C  2.451  0.827  -0.045  -0.654
C  1.231  0.083  -0.513  -0.140
C  0.587  -0.909  0.400  0.551
O  0.933  -1.464  1.430  -0.557
C  -0.887  -0.608  -0.122  0.157
C  -1.292  -1.392  -1.366  -0.620
N  -1.901  -0.700  0.918  -0.839
N  -0.365  0.720  -0.435  -0.385
C  -0.559  1.700  0.624  -0.443
H  3.341  0.424  -0.546  0.231
H  2.627  0.691  1.025  0.231
H  2.398  1.894  -0.278  0.230
H  1.315  -0.245  -1.552  0.227
H  -0.721  -1.087  -2.247  0.222
H  -1.122  -2.463  -1.216  0.214
H  -2.351  -1.241  -1.598  0.225
H  -1.519  -0.503  1.840  0.373
H  -2.282  -1.641  0.986  0.376
H  -0.146  1.380  1.590  0.165
H  -0.106  2.653  0.338  0.208
H  -1.631  1.883  0.767  0.228

**DFT total energy**: -420.51357 a.u.
**Orbital gap**: 9.4099 eV
**Lowest unoccupied orbital energy**: 0.91 eV
**Energy above the lowest of the compared OMol25 structures with the same formula, charge and spin**: 1.914 eV

=====

[4]
A structure of composition C32H35ClN8Pt, computed with the ωB97M-V functional and the def2-TZVPD basis.

Each line ends with the Mulliken charge.
Positions of all 77 atoms, in Å:
Pt  -0.523  -0.169  -0.076  1.570
C  -3.441  -0.907  3.126  -1.038
C  -3.385  0.623  3.145  -0.764
C  -1.995  1.089  3.521  0.683
C  -1.689  1.139  4.879  -0.546
C  -0.396  1.336  5.333  -1.319
C  0.623  1.472  4.409  -0.365
C  0.349  1.465  3.047  0.124
C  1.513  1.586  2.107  -0.617
C  1.497  -0.837  1.634  0.197
C  -0.961  1.305  2.595  -0.378
N  -1.263  1.216  1.197  0.319
C  -2.247  1.915  0.688  -0.091
C  -2.717  1.532  -0.561  -0.034
C  -3.716  1.989  -1.430  -1.014
C  -3.719  1.123  -2.513  -0.878
C  -2.730  0.153  -2.274  -0.321
N  -2.143  0.390  -1.102  0.282
H  -4.451  -1.256  2.917  0.425
H  -3.129  -1.322  4.086  0.337
H  -2.780  -1.306  2.352  0.124
H  -4.093  1.013  3.877  0.580
H  -3.713  0.992  2.177  0.175
H  -2.489  0.985  5.593  0.503
H  -0.186  1.374  6.393  0.444
H  1.645  1.610  4.745  0.501
H  2.146  2.420  2.387  1.005
H  1.198  1.730  1.079  -0.418
H  1.531  -2.950  1.635  0.553
H  1.683  -0.865  0.545  -1.629
H  0.438  -0.631  1.849  0.594
H  -2.691  2.728  1.254  0.689
H  -4.351  2.846  -1.272  0.531
H  -4.366  1.150  -3.373  0.479
H  -2.466  -0.697  -2.886  0.538
N  0.686  -2.724  -3.148  0.111
C  0.050  -3.634  -2.340  -0.839
C  -0.345  -2.939  -1.248  -0.512
N  0.063  -1.622  -1.386  0.272
C  0.677  -1.522  -2.561  -0.489
C  2.004  0.589  -2.129  -0.333
N  0.974  1.340  -1.442  -0.029
C  1.023  2.567  -1.773  -0.464
C  2.177  2.799  -2.674  -0.567
N  2.715  1.665  -2.873  0.357
H  1.115  -2.908  -4.044  0.270
H  -0.064  -4.668  -2.609  0.450
H  -0.877  -3.282  -0.379  0.499
H  0.318  3.309  -1.420  0.560
H  2.550  3.722  -3.100  0.503
H  3.504  1.469  -3.484  0.322
Cl  1.561  -0.275  -5.955  -0.148
C  2.174  -0.634  -4.357  -0.962
C  3.425  -1.097  -4.188  -0.152
C  4.122  -1.284  -2.950  -0.840
C  3.797  -0.847  -1.692  -0.442
N  2.827  -0.042  -1.206  -0.149
C  1.256  -0.311  -3.238  0.038
H  3.965  -1.364  -5.090  0.538
H  5.039  -1.855  -3.012  0.391
H  4.456  -1.214  -0.908  0.417
H  0.423  0.277  -3.636  0.966
C  1.249  -2.339  3.678  -1.425
C  1.881  -2.150  2.293  -0.357
C  3.369  -2.236  2.391  -0.897
C  4.134  -1.144  2.384  -0.841
C  3.538  0.187  2.363  1.745
C  4.438  1.330  2.685  -1.863
N  2.274  0.319  2.122  1.115
H  1.514  -3.309  4.098  0.515
H  0.162  -2.286  3.605  0.331
H  1.586  -1.566  4.370  0.279
H  3.817  -3.210  2.547  0.523
H  5.205  -1.198  2.516  0.553
H  4.624  1.348  3.762  0.354
H  4.069  2.299  2.372  0.410
H  5.398  1.146  2.203  0.549

**DFT total energy**: -2257.37504 a.u.
**Orbital gap**: 5.4633 eV
**Lowest unoccupied orbital energy**: -6.89 eV
**Total charge**: +2